Density functional theory data (the ωB97M-V functional and the def2-TZVPD basis) for a cluster of 7 separate species, C5H21NO8 in total in a non-equilibrium geometry.

Cartesian coordinates (Å):
N1 2.92777 -1.35777 0.48295
C1 2.30270 -1.01721 -0.72064
C2 1.50653 0.04599 -0.80376
C3 0.39242 0.04452 -1.82018
C4 -0.32764 1.38530 -1.92861
C5 -1.19416 1.74232 -3.04374
O1 -2.05392 2.58395 -3.07375
O2 -0.95438 0.85686 -4.02225
H1 2.30245 -1.29495 1.23873
H2 3.82405 -0.98486 0.74908
H3 2.64644 -1.60287 -1.56866
H4 1.62093 0.96546 -0.16703
H5 0.86287 -0.25155 -2.74372
H6 -0.32833 -0.71754 -1.59864
H7 0.52046 2.25863 -1.74816
H8 -0.65895 1.57592 -0.85201
H9 -1.33591 0.99351 -4.82244
O3 0.35857 -3.09546 0.78805
H10 1.19205 -2.67043 0.51240
H11 -0.16237 -2.41338 0.88013
O4 -1.68686 -3.49398 -1.30165
H12 -1.18792 -3.23641 -2.21865
H13 -0.96313 -3.67729 -0.70858
O5 -2.96908 1.81466 0.47024
H14 -3.75025 2.06158 0.90274
H15 -3.36507 1.08347 -0.03091
O6 1.07477 2.06148 1.47877
H16 0.14349 1.88056 1.73532
H17 1.40140 2.21944 2.39232
O7 -0.07815 1.55062 4.15647
H18 -0.44638 1.52626 5.10923
H19 -0.70437 2.21582 3.90071
O8 -0.31544 -0.94304 2.40384
H20 -0.29990 -0.23795 3.14488
H21 -0.29469 -1.87165 2.82751

Summary:
highest occupied orbital energy	-8.391	eV
gap between HOMO and LUMO	8.22	eV
ΔE to the lowest compared entry with this formula, charge and spin	426.29	kJ/mol
SMILES	N/C=C/CCC(=O)O.O.O.O.O.O.O
total charge	0



Density functional theory data (the ωB97M-V functional and the def2-TZVPD basis) for a cluster of 6 separate species, C5H22N2O5 in total in a non-equilibrium geometry.

Cartesian coordinates (Å):
C1 1.19460 -3.61676 -0.42455
C2 1.82713 -2.40893 0.27846
C3 0.98734 -1.14588 0.30700
C4 0.55491 -0.63297 -1.07511
N1 -0.24414 0.56840 -0.99040
C5 0.35030 1.70150 -1.01447
N2 1.53238 2.02231 -1.67224
H1 0.20920 -3.35490 -0.81720
H2 1.74278 -3.89572 -1.32408
H3 1.05673 -4.49021 0.20728
H4 2.01566 -2.64179 1.33136
H5 2.84621 -2.28077 -0.10771
H6 1.35109 -0.28926 0.88241
H7 0.08220 -1.36939 0.88336
H8 -0.08608 -1.41695 -1.47673
H9 1.42682 -0.63707 -1.74683
H10 -0.30007 2.55305 -0.81363
H11 2.14521 1.22247 -1.73639
H12 2.05510 2.70171 -1.15428
O1 -0.72822 -0.60338 2.70282
H13 -0.26347 0.24397 2.74913
H14 -1.49613 -0.44900 3.26413
O2 -0.44117 2.30550 2.03482
H15 -0.66373 2.81199 2.82031
H16 -1.20303 1.78747 1.75114
O3 -3.77726 1.38978 -1.17169
H17 -2.82985 1.59784 -1.08082
H18 -3.73796 1.26727 -2.13313
O4 3.51391 1.15763 0.07891
H19 3.01703 1.48773 0.82711
H20 3.80890 0.25313 0.21446
O5 -3.76423 -1.20817 -0.11706
H21 -3.63400 -0.37902 -0.61633
H22 -3.25756 -1.05786 0.68723

Summary:
highest occupied orbital energy	-9.184	eV
gap between HOMO and LUMO	9.26	eV
ΔE to the lowest compared entry with this formula, charge and spin	121.16	kJ/mol
SMILES	CCCC/N=C\N.O.O.O.O.O
total charge	0



Density functional theory data (the ωB97M-V functional and the def2-TZVPD basis) for a cluster of 6 separate species, C5H22N2O5 in total in a non-equilibrium geometry.

Cartesian coordinates (Å):
C1 -3.28892 0.99907 0.90732
C2 -2.24143 2.07560 0.65430
C3 -1.27361 1.60514 -0.47444
C4 0.03026 0.89231 -0.14929
N1 -0.17435 -0.54894 -0.23906
C5 -0.41211 -1.32600 0.92011
N2 -0.78947 -2.56219 0.74459
H1 -3.75810 0.64499 -0.04442
H2 -2.90485 0.01384 1.26675
H3 -4.06478 1.31241 1.57953
H4 -1.57344 2.26762 1.53965
H5 -2.54739 3.12255 0.55015
H6 -0.97989 2.48003 -1.06445
H7 -1.79477 0.90012 -1.01256
H8 0.94046 1.11757 -0.87676
H9 0.41712 1.17331 0.87491
H10 -0.18479 -0.90650 -1.12757
H11 -0.19421 -0.86927 1.82794
H12 -0.74996 -2.96397 -0.09249
H13 1.19635 0.17154 -3.40700
H14 2.39238 0.82411 -3.01882
O1 1.84863 0.82714 -3.75720
H15 0.87480 0.64225 3.86913
H16 -0.27844 -0.41640 4.00312
O2 0.50813 -0.17496 3.60157
H17 3.32254 -0.57032 1.92794
H18 2.20859 -0.45062 1.07828
O3 2.73183 0.15714 1.52518
H19 -2.16950 -2.74866 -2.35128
H20 -1.06603 -3.62308 -2.65297
O4 -1.25646 -2.85843 -2.24485
H21 3.47279 1.82348 -0.92220
H22 2.74548 0.67436 -0.29330
O5 2.98752 1.00933 -1.16723

Summary:
highest occupied orbital energy (alpha / beta)	-13.768 / -13.766	eV
gap between HOMO and LUMO (alpha / beta)	10.22 / 6.17	eV
ΔE to the lowest compared entry with this formula, charge and spin	76.18	kJ/mol
spin multiplicity	2
total charge	+1



What is the formula in the third record? C5H22N2O5



What did the second record say?
Density functional theory data (the ωB97M-V functional and the def2-TZVPD basis) for a cluster of 6 separate species, C5H22N2O5 in total in a non-equilibrium geometry.

Cartesian coordinates (Å):
C1 1.19460 -3.61676 -0.42455
C2 1.82713 -2.40893 0.27846
C3 0.98734 -1.14588 0.30700
C4 0.55491 -0.63297 -1.07511
N1 -0.24414 0.56840 -0.99040
C5 0.35030 1.70150 -1.01447
N2 1.53238 2.02231 -1.67224
H1 0.20920 -3.35490 -0.81720
H2 1.74278 -3.89572 -1.32408
H3 1.05673 -4.49021 0.20728
H4 2.01566 -2.64179 1.33136
H5 2.84621 -2.28077 -0.10771
H6 1.35109 -0.28926 0.88241
H7 0.08220 -1.36939 0.88336
H8 -0.08608 -1.41695 -1.47673
H9 1.42682 -0.63707 -1.74683
H10 -0.30007 2.55305 -0.81363
H11 2.14521 1.22247 -1.73639
H12 2.05510 2.70171 -1.15428
O1 -0.72822 -0.60338 2.70282
H13 -0.26347 0.24397 2.74913
H14 -1.49613 -0.44900 3.26413
O2 -0.44117 2.30550 2.03482
H15 -0.66373 2.81199 2.82031
H16 -1.20303 1.78747 1.75114
O3 -3.77726 1.38978 -1.17169
H17 -2.82985 1.59784 -1.08082
H18 -3.73796 1.26727 -2.13313
O4 3.51391 1.15763 0.07891
H19 3.01703 1.48773 0.82711
H20 3.80890 0.25313 0.21446
O5 -3.76423 -1.20817 -0.11706
H21 -3.63400 -0.37902 -0.61633
H22 -3.25756 -1.05786 0.68723

Summary:
highest occupied orbital energy	-9.184	eV
gap between HOMO and LUMO	9.26	eV
ΔE to the lowest compared entry with this formula, charge and spin	121.16	kJ/mol
SMILES	CCCC/N=C\N.O.O.O.O.O
total charge	0



Look up the total charge of the second one. 0



What is the ΔE to the lowest compared entry with this formula, charge and spin in the first record? 426.29 kJ/mol